Record 1
C3H11N2 | wB97M-V/def2-TZVPD

The geometry in XYZ format:
```
16
Properties=species:S:1:pos:R:3:nbo_charge:R:1
H 4.8976 1.1001 1.0326 0.45
N 1.7489 0.5949 0.6324 -0.69
H -1.4249 -1.1650 -0.8406 0.19
C -3.5132 -0.6813 -1.2437 -0.62
H 0.9882 0.6827 -0.0252 0.46
H -2.4706 -1.3374 0.5342 0.21
C -2.2886 -0.7150 -0.3378 -0.62
C 2.9846 0.9089 0.3700 0.40
H -4.3605 -1.1065 -0.6939 0.22
H -3.8656 0.3283 -1.4414 0.21
H -3.4276 -1.2830 -2.1425 0.22
H -1.9709 0.2768 -0.0120 0.19
H 3.8264 0.1665 2.0253 0.42
H 1.5740 0.2923 1.5816 0.42
N 4.0050 0.6713 1.1693 -0.70
H 3.2973 1.2664 -0.6083 0.24
```

## Properties
E_HOMO: -14.142 eV
Kohn-Sham gap: 10.1 eV
Total charge: +1
2S+1: 1

***

Record 2
C3H11N2 | wB97M-V/def2-TZVPD

The geometry in XYZ format:
```
16
Properties=species:S:1:pos:R:3:nbo_charge:R:1
C -2.3535 0.5696 1.3694 -0.41
H 0.4587 0.0870 0.2025 0.48
H -1.7668 0.2248 -0.5433 0.37
H -1.8774 0.7800 2.3244 0.21
C 1.0453 -0.9631 -1.4841 -0.44
H 2.7291 0.4752 1.0522 0.23
N -1.3306 0.5614 0.3146 -0.87
N 1.3615 -0.2522 -0.2828 -0.40
C 2.5450 -0.0535 0.1260 0.12
H 1.9182 -1.4594 -1.9015 0.23
H 0.6486 -0.2650 -2.2230 0.24
H -1.0881 1.5377 0.1316 0.37
H -2.8295 -0.4063 1.4122 0.21
H 0.2664 -1.6962 -1.2800 0.25
H -3.1224 1.3252 1.1881 0.20
H 3.3956 -0.4653 -0.4063 0.22
```

## Properties
E_HOMO: -14.241 eV
Kohn-Sham gap: 9.6 eV
Total charge: +1
2S+1: 1

***

Record 3
C3H11N2 | wB97M-V/def2-TZVPD

The geometry in XYZ format:
```
16
Properties=species:S:1:pos:R:3:nbo_charge:R:1
C 0.1863 1.9115 0.6554 -0.42
H -2.6769 -0.9423 -0.1966 0.37
H -0.4351 -0.0696 0.4260 0.47
C 1.5537 0.0326 -0.1978 -0.42
C -1.3811 -2.0624 -0.9815 0.02
N 0.4347 0.4464 0.7013 -0.52
H 0.6188 0.1246 1.6527 0.43
H 0.0237 2.2194 -0.3731 0.23
H -0.6660 2.1375 1.2874 0.24
H 2.4306 0.5730 0.1471 0.23
H 1.2803 0.2953 -1.2171 0.23
H -0.5821 -2.7772 -0.7902 0.18
N -1.7219 -1.2677 -0.0413 -0.70
H -1.8238 -2.0164 -1.9747 0.18
H 1.6958 -1.0416 -0.1289 0.24
H 1.0630 2.4368 1.0313 0.23
```

## Properties
E_HOMO: -14.525 eV
Kohn-Sham gap: 11.4 eV
Total charge: +1
2S+1: 1

***

Record 4
C3H11N2 | wB97M-V/def2-TZVPD

The geometry in XYZ format:
```
16
Properties=species:S:1:pos:R:3:lowdin_spin:R:1
H -1.6594 1.3414 0.0132 0.00
N -1.3237 1.3449 2.0786 0.00
H 0.1211 -2.4181 -2.7422 0.12
N -0.0587 2.5470 0.3222 0.00
H 2.6943 -2.8656 -1.9849 0.11
H 0.2061 -3.8881 -1.5806 0.00
C 0.3707 -2.8340 -1.6998 0.29
H -0.8745 1.7334 2.9771 0.00
H 0.0096 2.5397 -0.7135 0.00
C 1.8499 -2.5344 -1.3117 0.27
H 0.4448 3.2414 0.8355 0.00
C -1.0586 1.8552 0.8531 0.00
H -0.3453 -2.0809 -1.1552 0.11
H -2.0797 0.7147 2.0620 0.00
H 2.0935 -2.9676 -0.2668 0.08
H 2.0943 -1.5149 -1.2996 0.02
```

## Properties
E_HOMO (spin up / spin down): -19.128 / -19.128 eV
Kohn-Sham gap (spin up / spin down): 12.2 / 4.7 eV
⟨S²⟩: 0.75
Total charge: +2
2S+1: 2

***

Record 5
C3H11N2 | wB97M-V/def2-TZVPD

The geometry in XYZ format:
```
16
Properties=species:S:1:pos:R:3:lowdin_spin:R:1
H -1.8442 -2.6805 1.6189 0.00
H 1.7716 1.6339 -1.6349 0.15
H -0.0211 1.3491 -1.8809 0.03
C 0.6823 2.5177 -0.0511 0.31
C -0.8139 -1.6678 0.2088 0.00
H 0.6282 -2.4900 1.4237 0.00
H 1.5547 2.4928 0.6509 0.03
N 0.4397 -1.8488 0.6968 0.00
H 0.7706 0.4123 -0.5448 0.00
H -0.9246 -0.7585 -0.4624 0.00
N -1.8586 -2.2999 0.6955 0.00
H -0.2188 2.3066 0.5496 0.14
H 1.1347 -1.2613 0.2910 0.00
C 0.7762 1.3717 -1.0980 0.33
H 0.5091 3.4613 -0.4872 0.00
H -2.5859 -2.5385 0.0241 0.00
```

## Properties
E_HOMO (spin up / spin down): -19.687 / -19.686 eV
Kohn-Sham gap (spin up / spin down): 11.6 / 4.3 eV
⟨S²⟩: 0.75
Total charge: +2
2S+1: 2

***

Record 6
C3H11N2 | wB97M-V/def2-TZVPD

The geometry in XYZ format:
```
16
Properties=species:S:1:pos:R:3:lowdin_spin:R:1
H -0.9852 -1.4674 -0.7479 0.00
C 0.6836 -0.2144 -0.7219 0.05
C 0.5518 1.3023 -0.2845 0.11
H 0.6802 -0.3029 -1.8116 0.00
H -0.1577 -2.8359 0.8856 0.00
H 0.6553 1.5234 0.8232 0.00
H 1.6657 -0.7019 -0.1630 0.00
H -1.2490 -0.1315 0.2711 0.00
H -0.9027 -1.5699 1.9602 0.00
H -0.7108 2.3889 -1.6265 0.02
N -0.5318 -0.8490 -0.1020 0.01
C -0.1350 -1.7815 1.1936 0.00
N -0.6990 1.8239 -0.7293 0.73
H -1.0653 2.3586 0.0325 0.02
H 1.3789 1.9441 -0.5501 0.05
H 0.8212 -1.4868 1.5706 0.00
```

## Properties
E_HOMO (spin up / spin down): -22.396 / -22.458 eV
Kohn-Sham gap (spin up / spin down): 14.5 / 8.3 eV
⟨S²⟩: 0.75
Total charge: +2
2S+1: 2

***

Record 7
C3H11N2 | wB97M-V/def2-TZVPD

The geometry in XYZ format:
```
16
Properties=species:S:1:pos:R:3:lowdin_spin:R:1
H 2.2538 -0.1742 2.1655 0.05
H -0.4655 0.1633 0.0783 0.01
C 1.3619 0.3050 1.7563 0.07
H 1.6908 -1.1233 -1.0857 0.00
H -1.5516 1.4864 -0.3962 0.00
H -1.9585 0.4075 0.8112 0.00
H -1.5604 -0.6384 -1.8810 0.00
H -3.0759 0.3405 -1.4136 0.00
C 2.1681 -0.4431 -0.3755 0.10
C -2.2213 -0.2768 -1.1033 0.01
H 0.8173 0.9254 2.4771 0.02
N 1.1642 0.2379 0.4973 0.64
H -2.7097 -1.1381 -0.6573 0.00
H 2.9148 -0.8760 0.2636 0.04
H 2.6375 0.2896 -1.0612 0.01
N -1.4654 0.5142 -0.0753 0.05
```

## Properties
E_HOMO (spin up / spin down): -22.100 / -22.026 eV
Kohn-Sham gap (spin up / spin down): 12.2 / 7.9 eV
⟨S²⟩: 0.76
Total charge: +2
2S+1: 2

***

Record 8
C3H11N2O | wB97M-V/def2-TZVPD

The geometry in XYZ format:
```
17
Properties=species:S:1:pos:R:3:nbo_charge:R:1
H -1.4506 -1.3006 2.2308 0.42
N -0.6956 -1.1479 1.5995 -0.82
C -0.7963 -1.2511 0.2497 0.69
H -2.3905 -0.4981 -1.1285 0.25
H 1.2344 0.4338 0.5050 0.44
H -2.8394 -0.8123 0.5686 0.21
H 1.8559 2.3861 -1.6907 0.24
H 2.6908 0.4786 -0.2246 0.44
H 2.0559 2.7663 0.0398 0.24
C -2.2348 -1.2046 -0.3008 -0.71
N 1.7096 0.7019 -0.3831 -0.67
C 1.4715 2.1616 -0.6814 -0.43
H 1.2929 0.0803 -1.0664 0.48
H 0.3682 2.3023 -0.7264 0.24
H -2.5860 -2.2336 -0.5462 0.27
O 0.1565 -1.4135 -0.5326 -0.69
H 0.1575 -1.4492 2.0874 0.40
```

## Properties
E_HOMO: -14.108 eV
Kohn-Sham gap: 10.8 eV
Total charge: +1
2S+1: 1

***

In the order shown, the computed relative energy (zero: lowest compared OMol25 entry of this formula, charge and spin) values come out to 54.3 109.4 124.4 239.2 300.7 245.5 249.1 63.5 kJ/mol.